(1)
Entry from OMol25: a structure of composition C4H8I2 (ωB97M-V/def2-TZVPD).

Values from the calculation:
ΔE to the lowest compared entry with this formula, charge and spin   43.8 kcal per mole

```
! wB97M-V def2-TZVPD RIJCOSX def2/J DEFGRID3
* xyz 0 1
C 1.016 1.378 0.158
C -0.126 -1.419 -1.071
C 0.160 0.361 0.948
C -0.809 -0.219 0.076
I -1.937 -1.762 1.528
I -2.435 0.937 -0.768
H 0.305 2.139 -0.341
H 1.600 2.051 0.817
H 1.580 0.788 -0.626
H -0.910 -2.034 -1.500
H 0.326 -1.037 -1.991
H 0.714 -1.711 -0.373
H -0.309 0.890 1.854
H 0.825 -0.363 1.290
*
```

Here are the Löwdin charges for atoms 1 to 5, given in e: -0.117 -0.136 -0.506 -1.100 0.541

---

(2)
Entry from OMol25: the molecule C7H11ClN2 (ωB97M-V/def2-TZVPD).

Values from the calculation:
ΔE to the lowest compared entry with this formula, charge and spin   18.6 kcal per mole

```
! wB97M-V def2-TZVPD RIJCOSX def2/J DEFGRID3
* xyz 0 1
C 2.265 1.165 0.161
C 0.957 0.371 0.657
C 0.953 -1.077 0.497
C -0.212 0.984 -0.203
Cl -0.314 2.788 0.029
N -1.560 0.477 -0.107
C -2.555 0.307 -1.085
C -3.612 -0.234 -0.376
C -3.146 -0.512 0.949
N -1.950 -0.061 1.051
H 3.166 0.523 0.086
H 2.109 1.697 -0.866
H 2.623 2.017 0.756
H 1.017 0.697 1.742
H 1.851 -1.479 1.075
H 0.110 -1.590 0.882
H 1.069 -1.374 -0.568
H 0.196 0.685 -1.355
H -2.453 0.435 -2.189
H -4.587 -0.289 -0.802
H -3.666 -1.041 1.726
*
```

Here are the Löwdin charges for atoms 1 to 5, given in e: -0.115 -0.451 -0.112 -0.610 0.598

---

(3)
Entry from OMol25: the ion C26H31N2 with charge +1 (ωB97M-V/def2-TZVPD).

Values from the calculation:
ΔE to the lowest compared entry with this formula, charge and spin   28.8 kcal per mole

```
! wB97M-V def2-TZVPD RIJCOSX def2/J DEFGRID3
* xyz 1 1
C 3.344 0.508 0.440
N 2.126 -0.054 1.065
C 2.213 0.076 2.523
C 1.719 -1.304 0.550
C 1.459 -2.377 1.609
C 0.453 -2.263 2.568
C 0.366 -3.251 3.615
C 1.231 -4.361 3.553
C 2.231 -4.451 2.609
C 2.400 -3.421 1.654
N 0.549 -1.152 -0.639
C 0.257 -2.526 -1.209
C -1.269 -2.655 -1.208
C -1.878 -1.313 -0.797
C -0.781 -0.305 -0.980
C -1.148 1.105 -0.467
C -2.563 1.567 -0.934
C -3.258 2.394 -0.035
C -4.488 2.964 -0.358
C -5.056 2.767 -1.611
C -4.363 1.981 -2.551
C -3.135 1.364 -2.201
C -0.101 2.088 -0.895
C 0.819 2.582 0.034
C 1.808 3.482 -0.366
C 1.853 3.923 -1.703
C 0.910 3.455 -2.626
C -0.077 2.555 -2.225
H 3.552 1.502 0.890
H 4.213 -0.178 0.653
H 3.234 0.650 -0.650
H 2.657 1.060 2.757
H 1.227 0.027 3.009
H 2.852 -0.732 2.945
H 2.497 -1.714 -0.175
H -0.238 -1.407 2.597
H -0.337 -3.082 4.439
H 1.085 -5.178 4.291
H 2.954 -5.284 2.593
H 3.263 -3.394 0.971
H 1.200 -0.719 -1.336
H 0.760 -3.323 -0.663
H 0.681 -2.517 -2.222
H -1.624 -3.438 -0.523
H -1.594 -2.937 -2.227
H -2.174 -1.279 0.282
H -2.767 -0.993 -1.383
H -0.596 -0.171 -2.077
H -1.196 1.055 0.626
H -2.814 2.578 0.947
H -5.009 3.592 0.384
H -6.012 3.214 -1.880
H -4.773 1.856 -3.555
H -2.634 0.719 -2.946
H 0.733 2.253 1.084
H 2.540 3.832 0.374
H 2.618 4.625 -2.007
H 0.926 3.793 -3.681
H -0.846 2.212 -2.933
*
```

Here are the Löwdin charges for atoms 1 to 5, given in e: -0.063 -0.207 -0.066 -0.182 -0.235

---

(4)
Entry from OMol25: a cluster of 5 separate species, C33H76IN10O4 in total (ωB97M-V/def2-TZVPD).

```
! wB97M-V def2-TZVPD RIJCOSX def2/J DEFGRID3
* xyz 1 1
C 2.430 -3.352 1.672
C 3.067 -1.971 1.785
C 2.044 -0.818 1.675
C 2.316 0.131 0.507
C 1.304 1.284 0.397
C 1.948 2.681 0.447
C 0.954 3.797 0.727
C -0.105 4.021 -0.361
C -1.485 4.285 0.227
C -2.053 3.022 0.900
C -2.296 3.112 2.423
C -1.659 1.932 3.167
C -2.243 0.544 2.821
N -3.497 0.607 2.033
C -3.829 -0.279 1.066
N -2.951 -0.605 0.135
C -3.156 -1.547 -0.962
C -2.259 -1.244 -2.193
N -0.962 -1.886 -1.958
N -2.197 0.209 -2.390
N -2.938 -1.843 -3.325
N -5.164 -0.731 1.050
I -5.390 -2.639 1.732
C -6.034 -0.339 -0.098
C -7.333 0.263 0.414
C -7.311 1.704 0.977
C -8.616 2.423 0.589
C -6.120 2.553 0.511
H 3.181 -4.148 1.679
H 1.742 -3.545 2.501
H 1.864 -3.437 0.737
H 3.796 -1.829 0.981
H 3.612 -1.893 2.731
H 2.041 -0.226 2.600
H 1.036 -1.239 1.570
H 3.329 0.534 0.630
H 2.338 -0.455 -0.424
H 0.731 1.193 -0.531
H 0.599 1.207 1.243
H 2.705 2.675 1.242
H 2.469 2.877 -0.500
H 1.512 4.731 0.865
H 0.461 3.585 1.688
H 0.195 4.858 -0.997
H -0.183 3.137 -1.013
H -2.163 4.598 -0.577
H -1.411 5.105 0.948
H -2.989 2.747 0.398
H -1.356 2.184 0.714
H -3.364 3.189 2.652
H -1.843 4.029 2.814
H -0.593 1.919 2.916
H -1.715 2.085 4.251
H -2.483 -0.007 3.733
H -1.510 -0.056 2.275
H -4.305 0.668 2.646
H -2.058 -0.132 0.181
H -4.188 -1.472 -1.293
H -2.925 -2.551 -0.599
H -0.377 -1.389 -1.289
H -0.435 -1.920 -2.825
H -2.573 0.497 -3.282
H -1.258 0.566 -2.299
H -2.493 -1.573 -4.194
H -2.926 -2.854 -3.268
H -5.465 0.345 -0.740
H -6.264 -1.217 -0.714
H -8.075 0.197 -0.392
H -7.682 -0.420 1.202
H -7.292 1.663 2.072
H -8.548 2.783 -0.446
H -9.481 1.752 0.633
H -8.804 3.283 1.236
H -6.355 3.615 0.654
H -5.198 2.365 1.069
H -5.923 2.425 -0.560
C -11.099 -5.022 2.709
C -9.776 -4.547 2.157
O -9.016 -5.283 1.552
N -9.438 -3.243 2.360
C -10.170 -2.206 3.057
H -11.205 -6.073 2.461
H -11.137 -4.904 3.792
H -11.929 -4.466 2.273
H -8.545 -3.029 1.948
H -10.408 -1.373 2.392
H -9.601 -1.818 3.903
H -11.104 -2.609 3.436
C 7.236 -1.408 1.316
C 6.559 -1.559 -0.016
O 5.568 -0.891 -0.321
N 7.088 -2.432 -0.895
C 8.235 -3.303 -0.709
H 6.697 -0.676 1.911
H 7.271 -2.355 1.855
H 8.249 -1.049 1.139
H 6.624 -2.462 -1.794
H 9.011 -3.094 -1.444
H 7.943 -4.349 -0.817
H 8.663 -3.154 0.275
C 5.981 0.481 -5.076
C 6.012 -0.325 -3.795
O 6.382 -1.495 -3.788
N 5.617 0.292 -2.663
C 5.166 1.659 -2.510
H 6.317 -0.161 -5.885
H 4.972 0.830 -5.295
H 6.636 1.351 -5.014
H 5.623 -0.281 -1.823
H 5.802 2.203 -1.809
H 4.144 1.690 -2.126
H 5.188 2.177 -3.463
C 10.611 1.556 -1.114
C 10.063 0.152 -1.168
O 9.939 -0.538 -0.164
N 9.675 -0.319 -2.379
C 9.692 0.332 -3.674
H 10.858 1.782 -0.081
H 11.509 1.651 -1.725
H 9.875 2.276 -1.474
H 9.297 -1.253 -2.346
H 8.682 0.398 -4.078
H 10.300 -0.247 -4.371
H 10.106 1.333 -3.604
*
```

Here are the Löwdin charges for atoms 1 to 5, given in e: -0.115 -0.252 -0.220 -0.215 -0.216

---

(5)
Entry from OMol25: a structure of composition C51H37Cl4N7Y (ωB97M-V/def2-TZVPD).

Values from the calculation:
ΔE to the lowest compared entry with this formula, charge and spin   7.2 kcal per mole

```
! wB97M-V def2-TZVPD RIJCOSX def2/J DEFGRID3
* xyz 1 1
Y 0.110 -0.070 0.216
Cl 6.687 -2.418 6.653
C 5.468 -1.912 5.544
C 5.331 -2.569 4.330
C 4.362 -2.150 3.438
C 3.514 -1.095 3.752
C 3.648 -0.461 4.983
C 4.627 -0.859 5.874
C 2.486 -0.658 2.776
C 2.942 0.037 1.647
C 4.295 0.481 1.454
C 4.302 1.283 0.359
C 2.949 1.341 -0.129
C 2.483 2.246 -1.091
C 3.471 3.228 -1.610
C 4.172 3.027 -2.791
C 5.099 3.961 -3.221
C 5.326 5.100 -2.462
Cl 6.492 6.259 -2.985
C 4.617 5.322 -1.290
C 3.694 4.385 -0.870
C 1.146 2.469 -1.446
N 0.058 1.736 -1.048
C -1.056 2.412 -1.473
C -2.388 2.104 -1.161
C -3.419 2.997 -1.751
C -3.751 4.177 -1.094
C -4.673 5.052 -1.634
C -5.272 4.748 -2.848
Cl -6.395 5.855 -3.549
C -4.959 3.571 -3.511
C -4.035 2.700 -2.960
C -2.826 1.140 -0.246
C -4.190 0.923 0.153
C -4.175 -0.021 1.130
C -2.800 -0.369 1.361
N -2.006 0.326 0.492
C -2.344 -1.173 2.418
C -1.029 -1.237 2.901
C -0.609 -1.916 4.098
C 0.729 -1.726 4.219
C 1.151 -0.958 3.078
N 0.060 -0.652 2.310
C -3.358 -2.023 3.082
C -3.828 -1.766 4.364
C -4.748 -2.612 4.956
C -5.192 -3.734 4.270
Cl -6.299 -4.821 5.023
C -4.739 -3.998 2.986
C -3.835 -3.136 2.396
C -0.652 3.576 -2.213
C 0.703 3.613 -2.193
N 2.157 0.530 0.640
H 5.979 -3.395 4.086
H 4.248 -2.654 2.490
H 2.989 0.354 5.238
H 4.744 -0.359 6.822
H 5.111 0.240 2.105
H 5.131 1.808 -0.075
H 3.992 2.137 -3.374
H 5.648 3.808 -4.136
H 4.789 6.218 -0.716
H 3.134 4.545 0.038
H -3.275 4.412 -0.154
H -4.918 5.971 -1.127
H -5.430 3.345 -4.454
H -3.792 1.786 -3.478
H -5.043 1.438 -0.246
H -5.013 -0.395 1.687
H -1.255 -2.463 4.755
H 1.383 -2.070 4.996
H -3.476 -0.895 4.894
H -5.117 -2.411 5.949
H -5.092 -4.870 2.458
H -3.472 -3.333 1.397
H -1.321 4.291 -2.647
H 1.347 4.358 -2.616
C -2.356 -4.264 -3.032
C -2.781 -2.897 -2.517
N -1.663 -2.309 -1.810
C -0.716 -3.010 -1.132
N 0.207 -2.305 -0.509
C 1.241 -3.055 0.221
C 1.512 -4.419 -0.400
C 0.193 -5.166 -0.456
N -0.765 -4.358 -1.183
C -1.843 -5.067 -1.846
H -1.558 -4.146 -3.767
H -3.194 -4.781 -3.498
H -3.649 -2.998 -1.852
H -3.057 -2.239 -3.343
H -1.644 -1.302 -1.700
H 0.913 -3.195 1.261
H 2.156 -2.454 0.227
H 2.238 -4.965 0.199
H 1.908 -4.306 -1.410
H -0.178 -5.376 0.556
H 0.305 -6.122 -0.975
H -2.656 -5.266 -1.137
H -1.456 -6.030 -2.188
*
```

Here are the Löwdin charges for atoms 1 to 5, given in e: 1.528 0.698 -0.670 -0.088 -0.025

---

Asked for frontier orbital gap across the records above, the calculation gives 8.5 10.4 9.1 7.1 5.8 eV in order.